w:
ORCA calculation (wB97M-V/def2-TZVPD) on a cluster of 2 separate species, C5H11O in total.

## Properties
HOMO energy in eV: -13.87
Orbital gap in eV: 7.7
Total charge: +1
2S+1: 1

Last column: Mulliken charge in e.
Cartesian coordinates (Å):
C -0.021 3.591 1.558  -0.05
C -0.916 -1.768 -1.633  -1.23
C 1.359 -1.394 0.555  -1.10
C -0.827 -0.480 -0.773  -0.13
C 0.318 -0.505 0.188  0.27
O 0.131 2.498 1.053  -0.43
H 0.670 4.484 1.278  0.20
H -0.785 3.944 2.238  0.26
H -0.845 -2.503 -0.931  0.43
H -0.354 -1.845 -2.596  0.31
H -2.053 -1.913 -1.977  0.31
H 1.104 -2.361 0.167  0.32
H 2.343 -1.201 0.108  0.35
H 1.637 -1.344 1.619  0.37
H -0.485 0.454 -1.274  0.31
H -1.692 -0.153 -0.282  0.42
H 0.417 0.495 0.703  0.40

x:
ORCA calculation (wB97M-V/def2-TZVPD) on the ion C5H11O with charge +1.

## Properties
HOMO energy in eV: -16.48
Orbital gap in eV: 10.9
Total charge: +1
2S+1: 1

Last column: Mulliken charge in e.
Cartesian coordinates (Å):
C -0.776 -1.918 -0.194  -0.17
C 0.879 0.110 -1.112  -1.13
C 0.854 0.847 1.297  -1.34
C -1.307 0.469 0.063  -0.58
C 0.136 0.911 -0.058  0.57
O -1.024 -1.078 0.674  -0.24
H -0.324 -2.857 0.129  0.34
H -1.150 -1.865 -1.221  0.38
H 0.756 -0.983 -0.925  0.22
H 0.530 0.323 -2.121  0.41
H 1.947 0.305 -1.060  0.37
H 1.047 -0.180 1.592  0.33
H 0.263 1.319 2.076  0.38
H 1.809 1.359 1.239  0.42
H -1.865 0.948 0.859  0.33
H -1.865 0.334 -0.858  0.37
H 0.089 1.959 -0.381  0.34

Most stable pick: x. Distance to second place: 129.9 kJ/mol.

w:
ORCA calculation (wB97M-V/def2-TZVPD) on the molecule C2H4BrN.

## Properties
HOMO energy in eV: -9.88
Orbital gap in eV: 10.7
Total charge: 0
2S+1: 1

Last column: Mulliken charge in e.
Cartesian coordinates (Å):
C -0.911 -0.583 -0.409  -0.64
N 0.000 0.574 -0.375  -0.37
C 0.939 0.597 0.462  -0.04
Br 2.304 1.881 0.223  -0.15
H -0.415 -1.634 -0.412  0.26
H -1.494 -0.400 -1.322  0.25
H -1.619 -0.460 0.547  0.27
H 1.196 0.026 1.286  0.42

x:
ORCA calculation (wB97M-V/def2-TZVPD) on the molecule C2H4BrN.

## Properties
HOMO energy in eV: -10.16
Orbital gap in eV: 10.7
Total charge: 0
2S+1: 1

Last column: Mulliken charge in e.
Cartesian coordinates (Å):
H 2.042 1.435 1.293  0.27
N 1.409 0.629 1.195  -0.57
C 0.366 0.770 0.242  0.47
C -0.420 -0.331 -0.320  -1.02
Br 0.044 2.565 -0.674  -0.20
H 0.098 -0.625 -1.123  0.35
H -1.396 -0.077 -0.579  0.38
H -0.317 -1.195 0.331  0.31

Most stable pick: w. Distance to second place: 16.2 kJ/mol.

w:
ORCA calculation (wB97M-V/def2-TZVPD) on a cluster of 2 separate species, C2HCl2NO in total.

## Properties
HOMO energy (spin up / spin down) in eV: -10.29 / -10.29
Orbital gap (spin up / spin down) in eV: 8.3 / 8.3
Total charge: 0
2S+1: 1

Last column: Mulliken charge in e.
Cartesian coordinates (Å):
C 0.251 -0.177 -1.019  0.26
C 0.160 0.458 0.259  0.35
N 0.042 -0.650 -2.047  -0.30
O -1.082 0.682 0.651  -0.36
Cl 0.848 -1.788 0.870  -0.32
Cl 1.394 1.473 0.812  -0.03
H -1.612 0.001 0.473  0.39

x:
ORCA calculation (wB97M-V/def2-TZVPD) on a cluster of 2 separate species, C2HCl2NO in total.

## Properties
HOMO energy (spin up / spin down) in eV: -10.24 / -10.24
Orbital gap (spin up / spin down) in eV: 7.4 / 7.4
Total charge: 0
2S+1: 1

Last column: Mulliken charge in e.
Cartesian coordinates (Å):
C 1.468 -0.214 1.497  0.44
C 1.324 -0.394 0.109  0.21
N 1.734 -0.240 2.615  -0.22
O 0.288 -0.416 -0.673  -0.39
Cl 1.717 2.191 -0.323  -0.43
Cl 2.580 -1.499 -0.461  -0.07
H -0.242 0.533 -0.564  0.46

Most stable pick: w. Distance to second place: 38.0 kJ/mol.

w:
ORCA calculation (wB97M-V/def2-TZVPD) on a cluster of 2 separate species, C9H24N3P in total.

## Properties
HOMO energy (spin up / spin down) in eV: -6.74 / -6.73
Orbital gap (spin up / spin down) in eV: 7.0 / 7.0
Total charge: 0
2S+1: 1

Last column: Mulliken charge in e.
Cartesian coordinates (Å):
C -3.345 -4.885 -0.869  -1.12
C 3.329 4.355 0.124  -1.05
C 1.642 -0.040 1.852  -1.04
C -2.831 -3.462 -0.669  -0.20
C 3.911 2.958 0.246  -0.73
C -1.956 -3.290 0.580  -0.94
C 2.820 1.993 -0.080  -0.21
C -1.255 -1.921 0.654  -0.51
C 1.559 2.072 0.763  -0.95
N -0.917 0.229 -1.159  -0.71
N -0.046 -1.935 -0.210  0.00
N 0.902 0.798 0.948  -0.35
P 0.536 -0.701 -1.130  0.05
H -2.585 -5.668 -0.564  0.29
H -4.208 -5.118 -0.241  0.33
H -3.933 -4.949 -1.817  0.32
H 4.073 5.129 0.210  0.37
H 2.853 4.469 -0.834  0.32
H 2.643 4.466 1.023  0.24
H 0.872 -0.449 2.483  0.28
H 2.067 -0.913 1.174  0.16
H 2.466 0.329 2.386  0.43
H -2.099 -2.976 -1.528  0.17
H -3.629 -2.726 -0.566  0.27
H 4.486 2.748 -0.588  0.36
H 4.433 2.847 1.218  0.29
H -2.569 -3.233 1.462  0.36
H -1.228 -4.051 0.763  0.46
H 2.593 2.283 -1.081  0.30
H 3.246 0.978 -0.038  0.36
H -0.807 -1.606 1.615  0.18
H -1.824 -1.144 0.238  0.55
H 0.872 2.667 0.286  0.35
H 1.915 2.620 1.723  0.34
H -0.698 0.875 -1.929  0.33
H -0.829 0.793 -0.302  0.38
H 0.618 -2.710 0.026  0.29

x:
ORCA calculation (wB97M-V/def2-TZVPD) on a cluster of 2 separate species, C9H24N3P in total.

## Properties
HOMO energy (spin up / spin down) in eV: -7.40 / -6.73
Orbital gap (spin up / spin down) in eV: 7.7 / 7.0
Total charge: 0
2S+1: 1

Last column: Mulliken charge in e.
Cartesian coordinates (Å):
C 0.961 -1.295 -1.047  0.40
C 0.555 -1.342 -2.509  -1.69
C 0.785 -2.698 -0.402  -1.42
C -0.167 -0.748 2.647  -0.93
C 2.111 -0.368 1.917  -1.34
C 1.677 1.611 -1.587  -1.14
C 0.653 2.523 0.374  -0.87
C -2.803 1.724 -0.403  -1.01
C -2.851 -0.632 -0.038  -0.98
N 0.709 -0.484 1.570  0.48
N 1.214 1.327 -0.293  0.20
N -2.256 0.658 0.453  -0.23
P 0.245 -0.086 -0.006  0.51
H 0.575 -0.282 -2.915  0.28
H 1.358 -1.840 -2.998  0.43
H -0.380 -1.844 -2.538  0.48
H 0.520 -3.449 -1.105  0.45
H 1.705 -2.860 0.137  0.34
H -0.060 -2.651 0.386  0.23
H 0.259 -1.496 3.421  0.30
H -0.320 0.217 3.236  0.30
H -1.114 -1.087 2.311  0.26
H 2.696 -0.512 1.117  0.44
H 2.363 0.620 2.426  0.20
H 2.223 -1.179 2.685  0.43
H 2.120 0.699 -2.023  0.36
H 0.832 1.831 -2.318  0.25
H 2.454 2.389 -1.467  0.43
H 0.857 2.454 1.465  0.15
H 0.923 3.466 -0.091  0.44
H -0.399 2.369 0.311  0.15
H -2.717 2.659 0.178  0.28
H -2.230 1.903 -1.285  0.27
H -3.757 1.390 -0.702  0.50
H -2.744 -0.613 -1.137  0.41
H -2.125 -1.513 0.094  0.20
H -3.872 -0.859 0.136  0.43

Most stable pick: w. Distance to second place: 209.1 kJ/mol.

w:
ORCA calculation (wB97M-V/def2-TZVPD) on a cluster of 2 separate species, C2H8OS in total.

## Properties
HOMO energy in eV: -9.36
Orbital gap in eV: 10.0
Total charge: 0
2S+1: 1

Last column: Mulliken charge in e.
Cartesian coordinates (Å):
C 1.657 -0.301 1.431  -0.80
O 1.865 0.837 0.730  -0.50
H 2.488 -0.730 1.932  0.36
H 1.528 -1.166 0.748  0.27
H 0.877 -0.402 2.101  0.33
H 1.604 0.749 -0.252  0.34
C -1.836 0.407 0.110  -0.79
S -0.777 -0.440 -1.179  -0.23
H -2.293 1.217 -0.435  0.32
H -1.137 0.992 0.789  0.24
H -2.683 0.082 0.773  0.34
H -1.793 -1.033 -1.889  0.12

x:
ORCA calculation (wB97M-V/def2-TZVPD) on a cluster of 2 separate species, C2H8OS in total.

## Properties
HOMO energy in eV: -9.03
Orbital gap in eV: 9.8
Total charge: 0
2S+1: 1

Last column: Mulliken charge in e.
Cartesian coordinates (Å):
C 1.718 1.218 -2.296  -0.52
O 0.951 0.078 -1.825  -0.48
H 2.789 0.995 -2.289  0.25
H 1.433 1.420 -3.327  0.21
H 1.519 2.076 -1.650  0.24
H 1.570 -0.274 -1.179  0.30
C -1.510 -1.035 1.660  -0.71
S -2.536 -0.218 2.891  -0.19
H -0.444 -0.874 1.822  0.26
H -1.688 -2.081 1.470  0.33
H -1.746 -0.477 0.745  0.22
H -2.056 -0.829 3.978  0.10

Most stable pick: x. Distance to second place: 83.8 kJ/mol.

w:
ORCA calculation (wB97M-V/def2-TZVPD) on a cluster of 2 separate species, C2H8OS in total.

## Properties
HOMO energy in eV: -8.68
Orbital gap in eV: 9.3
Total charge: 0
2S+1: 1

Last column: Mulliken charge in e.
Cartesian coordinates (Å):
C 0.748 -0.198 -2.271  -0.78
S 1.425 -0.313 -0.633  -0.05
C 0.015 -0.724 0.319  -0.92
H 0.024 -1.061 -2.420  0.28
H 0.559 0.718 -2.908  0.29
H 1.666 -0.664 -2.911  0.23
H 0.171 -0.615 1.391  0.29
H -0.277 -1.785 0.288  0.36
H -1.138 -0.360 0.353  0.30
O -2.972 1.445 2.818  -0.65
H -2.269 2.095 2.590  0.33
H -2.335 0.652 2.920  0.32

x:
ORCA calculation (wB97M-V/def2-TZVPD) on a cluster of 2 separate species, C2H8OS in total.

## Properties
HOMO energy in eV: -8.42
Orbital gap in eV: 9.1
Total charge: 0
2S+1: 1

Last column: Mulliken charge in e.
Cartesian coordinates (Å):
C -0.943 0.564 0.537  -0.77
S -1.558 0.524 -1.157  -0.07
C -0.133 -0.160 -2.022  -0.80
H -1.511 1.333 1.085  0.33
H 0.129 0.821 0.580  0.25
H -1.092 -0.408 1.039  0.23
H 0.056 -1.230 -1.830  0.27
H 0.792 0.403 -1.813  0.27
H -0.388 -0.034 -3.088  0.28
O 1.722 -0.274 2.075  -0.65
H 2.014 -1.207 1.963  0.32
H 0.912 -0.333 2.630  0.33

Most stable pick: x. Distance to second place: 141.6 kJ/mol.